(1)
One molecule with the formula C12H26N2O2 at a distorted geometry. Source: the OMol25 dataset; level of theory: the ωB97M-V functional and the def2-TZVPD basis.

Output
- Total energy: -732.70322 Eh
- Max |F|: 2.08 eV/A
- Molecular weight: 230.352 g mol⁻¹
- HOMO-LUMO gap: 9.3 eV
- Structure (SMILES): C[C@@H](NOC[C@H](O)CNC(C)(C)C)C1CC1
- HOMO energy: -8.5 eV
- LUMO level: 0.8 eV

Last column: Löwdin charge in e.
Cartesian coordinates (Å):
C -0.49 -2.78 -3.14  -0.0736
C 0.12 -2.65 -1.75  -0.3283
N -1.00 -2.24 -0.85  -0.0377
O -0.67 -1.61 0.35  -0.1634
C -1.02 -0.21 0.39  -0.1426
C -0.73 0.41 1.76  -0.3825
O -1.40 -0.38 2.72  -0.0306
C -1.17 1.84 1.90  -0.1576
N -0.64 2.62 0.78  -0.0271
C 0.47 3.59 0.97  -0.6423
C -0.05 4.69 1.88  -0.0611
C 0.73 4.13 -0.46  -0.0454
C 1.73 2.96 1.50  -0.0507
C 0.86 -3.93 -1.20  -0.2399
C 1.26 -5.10 -2.10  -0.1229
C 0.17 -5.27 -1.07  -0.1403
H -1.25 -3.57 -3.19  0.0738
H 0.31 -2.91 -3.94  0.0987
H -1.01 -1.81 -3.29  0.0842
H 0.83 -1.84 -1.79  0.1284
H -1.61 -3.03 -0.65  0.1255
H -2.11 -0.09 0.19  0.1375
H -0.41 0.32 -0.36  0.1169
H 0.35 0.34 1.92  0.1380
H -1.17 -1.32 2.56  0.0985
H -0.80 2.24 2.83  0.1089
H -2.27 1.88 1.93  0.1338
H -1.40 3.01 0.22  0.1231
H 0.69 5.53 1.88  0.0967
H -0.22 4.37 2.91  0.0732
H -1.00 5.10 1.55  0.0829
H -0.17 4.56 -0.84  0.0667
H 1.03 3.32 -1.12  0.0842
H 1.59 4.83 -0.43  0.0907
H 2.01 2.07 0.94  0.0856
H 1.64 2.69 2.57  0.0910
H 2.55 3.68 1.44  0.0838
H 1.53 -3.72 -0.35  0.1291
H 2.23 -5.59 -1.93  0.0980
H 1.01 -5.00 -3.17  0.0889
H -0.91 -5.29 -1.43  0.1125
H 0.36 -5.87 -0.18  0.0956

(2)
A 2-piece molecular cluster, C3H5BrSi overall at a distorted geometry. Source: the OMol25 dataset; level of theory: the ωB97M-V functional and the def2-TZVPD basis.

Output
- ΔE to the lowest compared entry with this formula, charge and spin: 133.0 kcal per mole
- Total energy: -2980.57496 Eh
- Max |F|: 1.86 eV/A
- Molecular weight: 149.063 g mol⁻¹
- HOMO-LUMO gap: 7.1 eV
- HOMO energy: -8.8 eV
- LUMO level: -1.7 eV

Last column: Löwdin charge in e.
Cartesian coordinates (Å):
C -0.89 -2.51 1.41  0.1715
C -0.71 -1.73 0.50  -0.3209
C -0.44 -1.02 -0.66  -0.6452
Si 0.86 1.82 -0.29  0.5593
Br -1.79 -0.83 -1.85  0.7452
H -0.84 -3.20 2.16  0.0207
H 0.17 1.08 0.72  -0.1280
H 0.05 1.98 -1.46  -0.1363
H 2.20 1.45 -0.87  -0.1049
H 1.38 2.97 0.35  -0.1614

(3)
C17H45O21P4SV as an isolated structure at a distorted geometry. Source: the OMol25 dataset; level of theory: the ωB97M-V functional and the def2-TZVPD basis.

Output
- Total energy: -4962.13517 Eh
- Max |F|: 5.90 eV/A
- Molecular weight: 792.433 g mol⁻¹
- HOMO-LUMO gap (alpha / beta): 9.7 / 4.5 eV
- Multiplicity: 5
- HOMO energy (alpha / beta): -13.8 / -14.9 eV
- LUMO level (alpha / beta): -4.1 / -10.4 eV
- Net charge: +2

Last column: Mulliken spin population.
Cartesian coordinates (Å):
V -0.87 1.24 -12.78  2.8718
O -2.91 -1.24 -10.49  0.0415
C -2.10 -0.46 -11.16  -0.1063
O -1.57 -0.84 -12.19  0.3686
O -2.08 0.72 -10.82  0.6816
H -3.01 -0.73 -9.68  0.0054
C 3.60 0.56 -8.50  -0.0001
O 2.30 0.77 -9.02  -0.0002
P 1.96 0.42 -10.61  0.0030
O 0.88 1.19 -11.30  0.0141
O 3.44 0.63 -11.33  0.0014
C 3.64 1.08 -12.75  0.0030
O 1.74 -1.14 -10.71  0.0007
C 2.74 -1.96 -10.10  0.0004
H 3.63 -0.35 -7.89  0.0000
H 3.71 1.44 -7.87  0.0000
H 4.40 0.51 -9.24  0.0001
H 4.22 0.27 -13.18  0.0002
H 4.19 2.02 -12.65  0.0003
H 2.78 1.27 -13.38  0.0053
H 2.49 -2.40 -9.13  0.0000
H 3.77 -1.59 -10.04  0.0000
H 2.64 -2.82 -10.75  0.0000
C -5.31 1.36 -16.81  -0.0001
O -4.09 1.39 -16.27  0.0015
P -3.68 0.63 -14.85  0.0060
O -2.43 1.15 -14.15  -0.0474
O -3.45 -0.91 -15.44  0.0015
C -2.54 -1.10 -16.56  -0.0002
O -5.01 0.60 -13.91  0.0010
C -5.29 -0.10 -12.71  -0.0008
H -5.91 0.62 -16.29  0.0000
H -5.34 1.07 -17.86  0.0000
H -5.97 2.23 -16.77  0.0001
H -3.14 -1.20 -17.47  0.0001
H -2.11 -2.10 -16.43  0.0000
H -1.72 -0.38 -16.50  0.0003
H -6.22 -0.66 -12.72  -0.0001
H -5.31 0.60 -11.88  -0.0001
H -4.49 -0.80 -12.47  -0.0013
C -1.25 4.61 -8.42  0.0004
O -1.49 3.68 -9.42  0.0036
P -1.66 4.26 -10.97  0.0236
O -1.73 3.18 -11.95  0.0668
O -2.91 5.19 -10.87  -0.0013
C -3.51 6.02 -11.94  0.0002
O -0.39 5.33 -11.17  0.0013
C 0.94 4.91 -11.25  0.0029
H -1.14 5.63 -8.80  -0.0001
H -0.36 4.17 -7.98  0.0002
H -1.93 4.64 -7.57  0.0000
H -4.55 5.76 -12.10  0.0000
H -2.98 5.75 -12.85  -0.0001
H -3.21 7.07 -11.86  0.0001
H 1.27 5.19 -10.25  0.0002
H 1.30 5.57 -12.04  0.0003
H 1.18 3.86 -11.39  0.0010
C 0.67 -2.86 -13.71  0.0038
O 1.61 -1.90 -14.24  0.0012
P 1.33 -0.69 -15.36  0.0118
O 0.27 0.14 -14.76  0.0523
O 1.05 -1.43 -16.78  0.0004
C 1.90 -2.41 -17.42  -0.0001
O 2.72 0.07 -15.54  0.0033
C 3.24 0.56 -16.76  -0.0001
H -0.31 -2.76 -14.17  -0.0015
H 0.61 -2.95 -12.63  -0.0013
H 1.01 -3.74 -14.25  0.0012
H 2.66 -2.82 -16.76  0.0000
H 2.27 -1.87 -18.30  0.0001
H 1.18 -3.11 -17.85  0.0000
H 2.76 1.49 -17.08  0.0000
H 3.24 -0.19 -17.55  0.0000
H 4.19 0.88 -16.35  -0.0001
C 0.88 4.29 -17.42  0.0003
C -0.32 3.23 -17.34  -0.0004
C -1.28 3.77 -16.29  -0.0002
S -0.21 4.29 -14.87  0.0055
O -0.10 3.11 -14.06  -0.0266
O -0.55 5.54 -14.24  -0.0001
C 1.35 4.37 -15.91  -0.0014
H 0.70 5.21 -17.96  0.0000
H 1.84 4.11 -17.90  -0.0001
H 0.03 2.23 -17.09  -0.0005
H -0.77 3.16 -18.33  0.0000
H -2.07 3.12 -15.92  0.0026
H -1.73 4.59 -16.85  0.0003
H 1.88 3.51 -15.51  -0.0002
H 1.89 5.25 -15.56  0.0001

(4)
One molecule with the formula C3H4N4 at a distorted geometry. Source: the OMol25 dataset; level of theory: the ωB97M-V functional and the def2-TZVPD basis.

Output
- ΔE to the lowest compared entry with this formula, charge and spin: 135.4 kcal per mole
- Total energy: -335.55757 Eh
- Max |F|: 2.20 eV/A
- Molecular weight: 96.093 g mol⁻¹
- HOMO-LUMO gap (alpha / beta): 7.5 / 8.4 eV
- HOMO energy (alpha / beta): -8.8 / -8.8 eV
- LUMO level (alpha / beta): -1.3 / -0.4 eV

Last column: Löwdin charge in e.
Cartesian coordinates (Å):
C 0.07 0.95 -0.84  -0.1675
C -0.29 -0.43 -0.91  -0.1307
C 0.71 1.14 1.43  -0.3585
N 0.47 1.65 0.16  0.0345
N 0.51 0.00 1.87  0.1943
N -0.72 -2.29 0.44  0.1204
N -0.34 -1.17 0.13  -0.1000
H -0.01 1.50 -1.77  0.1073
H -0.57 -0.84 -1.88  0.1154
H 1.13 1.91 2.09  0.1075
H -0.59 -2.58 1.40  0.0774

(5)
C37H24MnN5O4SSi as an isolated structure. Source: the OMol25 dataset; level of theory: the ωB97M-V functional and the def2-TZVPD basis.

Output
- ΔE to the lowest compared entry with this formula, charge and spin: 0.0 kcal per mole
- Total energy: -3837.97346 Eh
- Max |F|: 0.54 eV/A
- Molecular weight: 717.721 g mol⁻¹
- HOMO-LUMO gap (alpha / beta): 4.3 / 6.1 eV
- Multiplicity: 5
- HOMO energy (alpha / beta): -5.4 / -7.3 eV
- LUMO level (alpha / beta): -1.1 / -1.1 eV

Last column: Mulliken spin population.
Cartesian coordinates (Å):
Mn 0.42 2.11 0.26  3.0425
O 2.07 5.42 -1.09  0.0087
C 1.74 4.41 -0.50  -0.0370
O 0.53 3.95 -0.39  -0.0304
C 2.78 3.57 0.24  0.0259
C 4.08 3.93 0.49  0.2105
C 4.85 3.04 1.30  0.0219
C 4.30 1.90 1.81  0.0868
C 2.94 1.58 1.50  0.2387
N 2.26 2.43 0.69  0.1182
C 2.22 0.48 2.01  0.1139
O 2.52 -0.38 2.82  0.1960
O 0.88 0.38 1.42  0.0346
H 4.48 4.86 0.12  0.0079
H 5.88 3.27 1.51  0.0040
H 4.86 1.22 2.45  0.0130
S -4.89 1.27 -5.01  0.0013
N -3.29 1.11 -5.15  -0.0014
C -2.77 1.34 -3.95  -0.0003
C -1.37 1.27 -3.61  -0.0068
C -0.36 1.00 -4.53  0.0010
C 0.94 0.94 -4.10  -0.0047
C 1.21 1.13 -2.74  0.0018
N 0.26 1.36 -1.85  0.0020
C -1.01 1.47 -2.27  -0.1004
C -2.02 1.82 -1.26  0.0936
N -1.57 2.05 -0.01  -0.0212
C -2.46 2.34 0.93  -0.0368
C -3.82 2.42 0.69  0.0003
C -4.29 2.21 -0.60  -0.0268
C -3.37 1.90 -1.59  0.0069
C -3.75 1.64 -2.97  0.0026
N -4.99 1.63 -3.44  0.0026
H -0.62 0.84 -5.57  -0.0004
H 1.76 0.76 -4.78  0.0001
H 2.23 1.10 -2.36  -0.0053
H -2.06 2.52 1.92  0.0121
H -4.50 2.66 1.50  -0.0005
H -5.34 2.27 -0.84  -0.0002
C -1.24 -3.14 5.21  0.0002
C -1.54 -3.70 3.97  -0.0001
C -1.04 -3.11 2.82  0.0014
C -0.22 -1.98 2.87  0.0068
C 0.08 -1.45 4.13  -0.0005
C -0.44 -2.02 5.28  -0.0014
Si 0.41 -1.26 1.27  -0.0129
C -1.08 -1.30 0.11  0.0044
C -2.35 -1.06 0.62  0.0051
C -3.49 -1.22 -0.16  -0.0011
C -3.36 -1.64 -1.48  0.0010
C -2.10 -1.89 -2.01  0.0000
C -0.98 -1.74 -1.21  0.0010
C 1.83 -2.18 0.49  0.0259
C 2.31 -3.38 1.01  0.0033
C 3.40 -4.01 0.44  0.0038
C 4.04 -3.45 -0.66  -0.0024
C 3.58 -2.25 -1.18  0.0069
C 2.49 -1.62 -0.61  -0.0399
H -1.63 -3.59 6.11  0.0000
H -2.17 -4.57 3.91  0.0000
H -1.30 -3.55 1.86  -0.0001
H 0.73 -0.59 4.20  -0.0032
H -0.20 -1.59 6.25  0.0000
H -2.47 -0.76 1.66  -0.0035
H -4.47 -1.03 0.26  -0.0006
H -4.24 -1.78 -2.10  0.0004
H -2.00 -2.23 -3.03  0.0000
H 0.00 -1.98 -1.63  0.0009
H 1.83 -3.81 1.88  -0.0003
H 3.76 -4.94 0.85  0.0003
H 4.90 -3.94 -1.10  -0.0001
H 4.09 -1.80 -2.03  -0.0003
H 2.15 -0.68 -1.02  0.0304

(6)
One molecule with the formula CH3N3S2 at a distorted geometry. Source: the OMol25 dataset; level of theory: the ωB97M-V functional and the def2-TZVPD basis.

Output
- ΔE to the lowest compared entry with this formula, charge and spin: 51.7 kcal per mole
- Total energy: -1000.39825 Eh
- Max |F|: 4.94 eV/A
- Molecular weight: 121.190 g mol⁻¹
- HOMO-LUMO gap (alpha / beta): 7.7 / 7.7 eV
- Structure (SMILES): [S-][N+]1=NNSC1
- HOMO energy (alpha / beta): -8.3 / -8.3 eV
- LUMO level (alpha / beta): -0.6 / -0.6 eV

Last column: Löwdin charge in e.
Cartesian coordinates (Å):
S 2.52 0.20 -0.03  0.5646
N 0.93 -0.04 0.06  -0.7877
N 0.54 -1.25 0.19  0.0204
N -1.04 -1.27 0.13  -0.3876
S -1.66 0.22 -0.37  0.8283
C -0.06 1.06 0.02  -0.4191
H -1.10 -2.09 -0.42  0.0338
H -0.17 1.37 1.10  0.1091
H 0.04 1.81 -0.68  0.0382

(7)
A 2-piece molecular cluster, C3H13N2 overall. Source: the OMol25 dataset; level of theory: the ωB97M-V functional and the def2-TZVPD basis.

Output
- ΔE to the lowest compared entry with this formula, charge and spin: 10.1 kcal per mole
- Total energy: -231.38034 Eh
- Max |F|: 0.69 eV/A
- Molecular weight: 77.151 g mol⁻¹
- HOMO-LUMO gap: 12.5 eV
- HOMO energy: -15.4 eV
- LUMO level: -2.9 eV
- Net charge: +1

Last column: Löwdin charge in e.
Cartesian coordinates (Å):
C -0.54 -0.69 1.46  0.0063
N 0.21 -0.25 0.25  -0.2887
C 1.48 0.43 0.63  0.0016
C 0.42 -1.37 -0.69  -0.0184
H -0.84 0.20 2.00  0.1073
H 0.14 -1.30 2.06  0.1070
H -1.41 -1.25 1.15  0.1059
H 2.04 0.62 -0.28  0.1046
H 1.24 1.37 1.11  0.1064
H 2.05 -0.21 1.30  0.1086
H 0.97 -1.07 -1.58  0.1060
H -0.57 -1.71 -1.00  0.1071
H 0.92 -2.19 -0.19  0.1121
N -1.33 1.52 -1.29  0.0595
H -0.41 0.47 -0.28  0.0928
H -2.34 1.58 -1.39  0.0619
H -1.06 2.46 -1.02  0.0589
H -0.98 1.38 -2.23  0.0612

(8)
H22KrO11Xe as an isolated structure. Source: the OMol25 dataset; level of theory: the ωB97M-V functional and the def2-TZVPD basis.

Output
- Total energy: -3923.79028 Eh
- Max |F|: 0.95 eV/A
- Molecular weight: 413.255 g mol⁻¹
- HOMO-LUMO gap: 10.1 eV
- HOMO energy: -10.1 eV
- LUMO level: 0.0 eV

Last column: Löwdin charge in e.
Cartesian coordinates (Å):
Kr 12.12 -0.32 0.17  0.2204
Xe 12.86 3.27 1.25  0.0415
O 11.98 -1.73 3.70  -0.0489
H 11.64 -0.85 3.83  0.0556
H 11.90 -2.15 4.56  0.0571
O 14.57 -0.69 3.71  -0.0677
H 13.73 -1.12 3.52  -0.0352
H 14.63 -0.70 4.67  0.0246
O 11.81 -4.43 0.95  -0.0423
H 12.58 -5.00 1.06  0.0490
H 11.99 -3.67 1.49  0.0201
O 8.28 0.56 -1.65  -0.0372
H 8.75 1.21 -1.12  0.0233
H 8.16 0.99 -2.50  0.0483
O 10.62 -1.11 -2.91  -0.0945
H 10.12 -0.70 -2.21  -0.0380
H 11.08 -1.83 -2.49  -0.0597
O 14.42 1.11 -2.65  -0.0437
H 13.83 1.86 -2.61  0.0503
H 15.28 1.48 -2.85  0.0541
O 8.93 -2.23 0.46  -0.0490
H 9.03 -2.88 1.15  0.0398
H 8.61 -2.73 -0.29  0.0452
O 15.59 -0.67 -0.87  -0.0740
H 15.99 0.01 -0.32  0.0405
H 15.11 -0.18 -1.54  -0.0242
O 14.75 -3.22 -1.87  -0.0635
H 14.87 -2.60 -1.15  -0.0127
H 13.80 -3.35 -1.92  -0.0247
O 9.35 0.60 1.71  -0.0968
H 9.33 -0.05 1.02  -0.0465
H 9.18 1.43 1.27  0.0191
O 11.84 -3.27 -2.08  -0.0409
H 11.48 -4.01 -2.56  0.0839
H 11.73 -3.49 -1.16  0.0267

Which value of max |F| does entry 7 give? 0.69 eV/A

Among the records above, which one has the lowest max |F|? C37H24MnN5O4SSi

Number 3 is which compound? C17H45O21P4SV